(1)
Density functional theory data (the ωB97M-V functional and the def2-TZVPD basis) for the molecule C15H18N2O5S2 in a non-equilibrium geometry.

Properties
Kohn-Sham gap: 8.5 eV
relative energy (zero: lowest compared OMol25 entry of this formula, charge and spin): 0.000 eV
HOMO energy: -7.84 eV
DFT total energy: -50734.547 eV
SMILES: COc1ccc(OC)c(NC(=O)CCNS(=O)(=O)c2cccs2)c1

ORCA input file:
```
! wB97M-V def2-TZVPD RIJCOSX def2/J DEFGRID3
* xyz 0 1
C 3.49636 3.94423 0.07738
O 4.47347 2.96457 0.34244
C 4.10436 1.65562 0.29438
C 5.09798 0.72388 0.57825
C 4.82142 -0.63115 0.55638
C 3.54884 -1.08349 0.24990
O 3.16597 -2.40653 0.19843
C 4.12491 -3.38394 0.51850
C 2.54303 -0.14541 -0.03828
N 1.27646 -0.65845 -0.34120
C 0.13486 -0.00201 -0.65771
O 0.03468 1.20661 -0.75332
C -1.03506 -0.95137 -0.87405
C -2.29252 -0.20533 -1.33530
N -2.71781 0.82749 -0.41794
S -3.40332 0.31603 1.00777
O -3.36372 1.41091 1.92509
O -2.89766 -0.96312 1.43068
C -5.06951 0.06374 0.47124
C -5.73695 -1.11486 0.34297
C -7.05117 -0.93492 -0.13930
C -7.34088 0.37476 -0.36535
S -6.02054 1.41299 0.00896
C 2.82279 1.21201 -0.01561
H 4.00621 4.90105 0.17882
H 3.09850 3.85026 -0.93764
H 2.67195 3.89369 0.79489
H 6.08790 1.07654 0.81697
H 5.61386 -1.32616 0.78201
H 3.60924 -4.33973 0.43639
H 4.96584 -3.36551 -0.18186
H 4.49777 -3.26060 1.53989
H 1.24130 -1.66744 -0.27579
H -0.76469 -1.71028 -1.61060
H -1.25711 -1.44300 0.07640
H -2.11247 0.27037 -2.30337
H -3.12301 -0.90941 -1.43210
H -1.98238 1.50928 -0.26937
H -5.29323 -2.05973 0.59689
H -7.74206 -1.74102 -0.30666
H -8.25902 0.79193 -0.72855
H 2.02542 1.89747 -0.24065
*
```

Just the natural (NBO) charges please, in e? Sure, here they are: number 1, C, carries -0.25; number 2, O, carries -0.49; number 3, C, carries 0.30; number 4, C, carries -0.25; number 5, C, carries -0.27; number 6, C, carries 0.23; number 7, O, carries -0.52; number 8, C, carries -0.25; number 9, C, carries 0.20; number 10, N, carries -0.61; number 11, C, carries 0.70; number 12, O, carries -0.64; number 13, C, carries -0.54; number 14, C, carries -0.22; number 15, N, carries -0.87; number 16, S, carries 2.33; number 17, O, carries -0.92; number 18, O, carries -0.95; number 19, C, carries -0.57; number 20, C, carries -0.20; number 21, C, carries -0.27; number 22, C, carries -0.39; number 23, S, carries 0.51; number 24, C, carries -0.35; number 25, H, carries 0.20; number 26, H, carries 0.18; number 27, H, carries 0.18; number 28, H, carries 0.22; number 29, H, carries 0.22; number 30, H, carries 0.20; number 31, H, carries 0.18; number 32, H, carries 0.18; number 33, H, carries 0.42; number 34, H, carries 0.23; number 35, H, carries 0.27; number 36, H, carries 0.22; number 37, H, carries 0.21; number 38, H, carries 0.44; number 39, H, carries 0.24; number 40, H, carries 0.23; number 41, H, carries 0.24; number 42, H, carries 0.26

(2)
Density functional theory data (the ωB97M-V functional and the def2-TZVPD basis) for a structure of composition N7O21Zr in a non-equilibrium geometry.

Properties
Kohn-Sham gap: 8.3 eV
HOMO energy: -0.96 eV
DFT total energy: -54687.313 eV

ORCA input file:
```
! wB97M-V def2-TZVPD RIJCOSX def2/J DEFGRID3
* xyz -3 1
Zr -0.10078 -0.29312 0.04911
N 1.62047 2.39758 0.45349
O 0.52752 1.69237 0.14147
O 2.66797 1.93648 0.09121
O 1.38258 3.47324 0.99589
N 2.08278 0.08789 -2.54393
O 1.61166 -0.24951 -1.38169
O 1.37460 -0.00383 -3.56344
O 3.17421 0.69979 -2.58676
N -1.79850 -0.80479 -2.79422
O -1.01706 -0.60907 -1.80610
O -1.57258 -0.11043 -3.80904
O -2.82216 -1.43900 -2.61132
N -0.75703 -3.05429 0.26754
O -1.37525 -2.03445 0.68243
O 0.26090 -2.47571 -0.33946
O -1.05621 -4.26243 0.32271
N 2.91959 -0.97813 1.19797
O 3.60945 -0.07798 1.81838
O 1.59273 -0.83429 1.00604
O 3.65774 -1.61534 0.37199
N -0.99026 0.71293 3.15449
O -2.05272 1.26088 2.92342
O -0.44047 0.71052 4.27555
O -0.41917 0.00080 2.17663
N -3.05432 1.47582 0.35229
O -2.94179 2.67736 0.20183
O -1.98602 0.64564 0.09029
O -4.09787 1.07106 0.86321
*
```

Just the natural (NBO) charges please, in e? Sure, here they are: number 1, Zr, carries 2.20; number 2, N, carries 0.74; number 3, O, carries -0.62; number 4, O, carries -0.37; number 5, O, carries -0.47; number 6, N, carries 0.73; number 7, O, carries -0.57; number 8, O, carries -0.47; number 9, O, carries -0.49; number 10, N, carries 0.75; number 11, O, carries -0.55; number 12, O, carries -0.47; number 13, O, carries -0.47; number 14, N, carries 0.73; number 15, O, carries -0.48; number 16, O, carries -0.51; number 17, O, carries -0.43; number 18, N, carries 0.70; number 19, O, carries -0.44; number 20, O, carries -0.57; number 21, O, carries -0.42; number 22, N, carries 0.74; number 23, O, carries -0.43; number 24, O, carries -0.49; number 25, O, carries -0.60; number 26, N, carries 0.75; number 27, O, carries -0.44; number 28, O, carries -0.61; number 29, O, carries -0.46

(3)
Density functional theory data (the ωB97M-V functional and the def2-TZVPD basis) for a structure of composition C16H24BN9PtS2.

Properties
Kohn-Sham gap: 6.7 eV
relative energy (zero: lowest compared OMol25 entry of this formula, charge and spin): 0.189 eV
HOMO energy: -7.66 eV
DFT total energy: -55986.542 eV

ORCA input file:
```
! wB97M-V def2-TZVPD RIJCOSX def2/J DEFGRID3
* xyz 0 1
Pt 0.34600 1.00134 -0.09480
C -3.41945 1.68604 -0.84684
N -3.28392 0.83922 0.32719
C -4.08624 -0.23308 0.63955
C -3.60154 -0.74730 1.79254
N -2.52958 0.01415 2.19039
B -1.82284 -0.25482 3.57231
N -0.31376 0.12594 3.50789
C 0.31911 0.82046 4.50974
C 1.63425 0.89795 4.20696
N 1.79500 0.25692 3.00314
C 3.06694 0.11611 2.30377
C 0.59396 -0.19905 2.58648
S 0.31334 -1.00869 1.05899
C -2.33189 0.96953 1.28055
S -1.12569 2.23062 1.25314
H -3.97013 1.13869 -1.60865
H -2.43075 1.95476 -1.21019
H -3.95189 2.60410 -0.60521
H -4.91151 -0.53648 0.02023
H -3.92953 -1.59285 2.37002
H -1.94502 -1.43790 3.78778
H -2.32341 0.44120 4.42423
H -0.22538 1.20585 5.35237
H 2.45467 1.38128 4.70739
H 3.74325 0.88778 2.66367
H 2.90892 0.24308 1.23680
H 3.49293 -0.86921 2.48337
N 1.45022 2.63133 -0.76066
C 2.46075 3.10412 -0.43600
C 3.68141 3.63656 -0.06064
C 3.88954 3.86235 1.32820
N 4.07122 3.99049 2.46135
C 4.72291 3.80833 -1.01052
N 5.56721 3.94843 -1.78380
C 0.52439 -1.83246 -4.35137
C -0.03509 -2.29078 -3.00280
C 0.37616 -3.73210 -2.72667
C -1.55906 -2.18155 -2.99115
N 0.49098 -1.51336 -1.86244
N 0.39015 -0.09643 -1.99988
H 0.23960 -2.53438 -5.13610
H 1.61653 -1.78744 -4.32361
H 0.14469 -0.84964 -4.64078
H -0.06497 -4.40113 -3.46519
H 0.04178 -4.03559 -1.73340
H 1.46274 -3.84336 -2.77278
H -1.99190 -2.86885 -3.71891
H -1.90049 -1.17579 -3.25663
H -1.94082 -2.42938 -1.99918
H 1.46389 -1.73590 -1.68636
H -0.56713 0.11934 -2.25382
H 0.99942 0.27155 -2.72967
*
```

Just the natural (NBO) charges please, in e? Sure, here they are: number 1, Pt, carries 0.61; number 2, C, carries -0.41; number 3, N, carries -0.34; number 4, C, carries -0.09; number 5, C, carries -0.03; number 6, N, carries -0.47; number 7, B, carries 0.20; number 8, N, carries -0.47; number 9, C, carries -0.03; number 10, C, carries -0.07; number 11, N, carries -0.33; number 12, C, carries -0.41; number 13, C, carries 0.27; number 14, S, carries -0.14; number 15, C, carries 0.28; number 16, S, carries -0.15; number 17, H, carries 0.21; number 18, H, carries 0.23; number 19, H, carries 0.22; number 20, H, carries 0.23; number 21, H, carries 0.24; number 22, H, carries -0.04; number 23, H, carries -0.04; number 24, H, carries 0.24; number 25, H, carries 0.24; number 26, H, carries 0.24; number 27, H, carries 0.23; number 28, H, carries 0.21; number 29, N, carries -0.58; number 30, C, carries 0.48; number 31, C, carries -0.59; number 32, C, carries 0.31; number 33, N, carries -0.39; number 34, C, carries 0.30; number 35, N, carries -0.36; number 36, C, carries -0.64; number 37, C, carries 0.09; number 38, C, carries -0.61; number 39, C, carries -0.62; number 40, N, carries -0.46; number 41, N, carries -0.65; number 42, H, carries 0.23; number 43, H, carries 0.21; number 44, H, carries 0.20; number 45, H, carries 0.22; number 46, H, carries 0.23; number 47, H, carries 0.21; number 48, H, carries 0.22; number 49, H, carries 0.19; number 50, H, carries 0.23; number 51, H, carries 0.37; number 52, H, carries 0.39; number 53, H, carries 0.38

(4)
Density functional theory data (the ωB97M-V functional and the def2-TZVPD basis) for a structure of composition C16H20BrO5V in a non-equilibrium geometry.

Properties
Kohn-Sham gap (alpha / beta): 7.8 / 8.1 eV
relative energy (zero: lowest compared OMol25 entry of this formula, charge and spin): 0.039 eV
HOMO energy (alpha / beta): -9.29 / -9.31 eV
DFT total energy: -122884.884 eV

ORCA input file:
```
! wB97M-V def2-TZVPD RIJCOSX def2/J DEFGRID3
* xyz 0 3
V 2.51734 3.13818 0.25671
O 5.80645 5.29513 0.56994
C 4.72174 4.88961 0.33740
O 4.27545 3.63989 0.51384
C 3.45480 5.78388 -0.10191
O 3.59071 6.95323 -0.24542
O 2.43093 5.06786 -0.24657
C -3.16069 -2.47910 -0.77361
C -3.26396 -1.05677 -0.26578
C -4.33950 -0.34342 -1.07197
C -3.88785 -1.18503 1.10728
C -1.92882 -0.34645 -0.19125
C -1.82124 1.04313 -0.24372
C -0.55640 1.60417 -0.04888
Br -0.15515 3.49918 -0.02878
C 0.58693 0.86043 0.03950
O 1.78258 1.44039 0.22757
C 0.54488 -0.58468 0.02737
C -0.74203 -1.05823 -0.10296
C 1.83162 -1.42524 0.15694
C 2.96810 -0.71705 0.85095
C 1.41075 -2.61954 0.99885
C 2.25122 -1.88822 -1.20088
H -4.09112 -2.74541 -1.20930
H -2.83783 -3.15873 0.00572
H -2.43147 -2.58536 -1.54867
H -5.22080 -0.95595 -1.10874
H -4.06721 -0.12811 -2.06675
H -4.62842 0.59630 -0.62264
H -4.92595 -1.61651 1.04128
H -3.97092 -0.23486 1.55057
H -3.29041 -1.90679 1.74772
H -2.64486 1.66939 -0.38975
H -0.95326 -2.13416 -0.09848
H 2.50490 -0.17146 1.68151
H 3.46383 -0.07761 0.15348
H 3.73933 -1.40031 1.24170
H 1.04304 -2.24912 1.97484
H 2.28942 -3.21789 1.24414
H 0.66925 -3.24457 0.49913
H 2.49050 -1.04138 -1.84532
H 1.38646 -2.37842 -1.66053
H 3.15768 -2.53043 -1.15456
*
```

Just the natural (NBO) charges please, in e? Sure, here they are: number 1, V, carries 1.54; number 2, O, carries -0.51; number 3, C, carries 0.67; number 4, O, carries -0.75; number 5, C, carries 0.68; number 6, O, carries -0.55; number 7, O, carries -0.75; number 8, C, carries -0.60; number 9, C, carries -0.10; number 10, C, carries -0.59; number 11, C, carries -0.58; number 12, C, carries -0.01; number 13, C, carries -0.23; number 14, C, carries -0.13; number 15, Br, carries 0.15; number 16, C, carries 0.33; number 17, O, carries -0.75; number 18, C, carries -0.04; number 19, C, carries -0.15; number 20, C, carries -0.09; number 21, C, carries -0.59; number 22, C, carries -0.59; number 23, C, carries -0.59; number 24, H, carries 0.22; number 25, H, carries 0.21; number 26, H, carries 0.21; number 27, H, carries 0.21; number 28, H, carries 0.21; number 29, H, carries 0.20; number 30, H, carries 0.21; number 31, H, carries 0.21; number 32, H, carries 0.21; number 33, H, carries 0.23; number 34, H, carries 0.21; number 35, H, carries 0.21; number 36, H, carries 0.21; number 37, H, carries 0.21; number 38, H, carries 0.21; number 39, H, carries 0.21; number 40, H, carries 0.21; number 41, H, carries 0.21; number 42, H, carries 0.21; number 43, H, carries 0.22

What is the formula in the third record? C16H24BN9PtS2

DFT total energy of number 1 (C15H18N2O5S2)? -50734.547 eV

Which of these has the lowest DFT total energy? C16H20BrO5V

Among the records above, which one has the highest DFT total energy? C15H18N2O5S2